The following is a quantum chemistry calculation of C7H8O in the gas phase at a distorted geometry, from the Open Molecules 2025 dataset.

Computed properties:
Orbital gap = 10.1 eV
Relative energy (zero: lowest compared OMol25 entry of this formula, charge and spin) = 532.6 kJ/mol
SMILES = C1=C[C@H]2C=C[C@@H]1CO2
Strongest force on any atom = 9.36 eV/Å

```
16
Properties=species:S:1:pos:R:3:forces:R:3
C -1.232096 -0.938068 0.403472 0.651 -0.698 0.498
C 0.754742 0.525116 0.951606 -1.327 -1.082 -4.214
C 1.784877 -0.129788 -0.185347 -3.706 -2.463 1.460
C 0.829134 -0.760759 -1.002067 6.210 2.663 2.933
C -0.498096 -0.502037 -0.954986 -8.640 1.758 0.158
C -0.859184 1.064901 -0.838715 -3.127 -2.330 -5.430
C -0.102090 1.487773 0.047342 3.000 5.765 6.737
H -2.257408 -0.386011 0.445103 1.685 -0.985 0.150
H -1.383557 -2.093640 0.540010 0.226 2.109 -0.553
H 1.062408 1.086941 1.785918 0.654 -0.134 1.200
H 2.848798 -0.597943 -0.131327 -1.967 1.498 0.147
H 1.213312 -1.302411 -1.734111 1.438 -2.842 -3.222
H -1.215500 -0.958194 -1.642696 0.923 -0.106 -0.870
H -1.643053 1.744054 -1.453187 1.936 -2.238 1.404
H -0.225719 2.628396 0.408993 0.662 -2.610 -0.663
O -0.307876 -0.575502 1.406684 1.381 1.695 0.264
```
Positions in Å, forces in eV/Å.